No. 1
The following is a quantum chemistry calculation of a structure of composition C18H12IrN7O5SSe, from the Open Molecules 2025 dataset.

```
45
Properties=species:S:1:pos:R:3:forces:R:3:nbo_charge:R:1
Ir 0.011 -0.414 -0.221 -0.506 -0.789 0.634 1.091
C -2.232 2.742 1.600 0.080 -0.021 -0.034 -0.675
C -1.530 1.773 0.704 0.037 -0.065 0.540 0.209
N -0.533 1.047 1.101 0.671 0.014 -1.214 -0.150
N -0.139 1.057 2.381 0.200 -0.161 0.471 -0.437
C 0.668 0.058 2.699 -0.046 0.502 -0.143 0.308
N 1.049 0.010 3.992 0.098 -0.187 0.078 -0.775
S 1.340 -1.152 1.650 -0.479 0.062 -0.722 -0.157
C -2.007 1.519 -0.653 0.024 0.164 -0.454 0.187
C -3.073 2.208 -1.217 0.020 0.071 0.072 -0.221
C -3.443 1.947 -2.524 0.057 -0.095 -0.141 -0.141
C -2.737 1.005 -3.259 -0.074 0.112 0.096 -0.245
C -1.698 0.336 -2.642 -0.095 -0.217 0.057 0.068
N -1.363 0.572 -1.376 0.268 0.361 -0.094 -0.414
H -1.660 2.853 2.515 -0.024 0.027 0.016 0.263
H -3.234 2.392 1.855 -0.014 -0.056 -0.020 0.239
H -2.326 3.713 1.112 0.004 0.014 0.012 0.221
H 0.547 0.570 4.660 -0.025 0.055 -0.054 0.405
H 1.480 -0.838 4.319 0.007 0.046 0.023 0.404
H -3.602 2.946 -0.634 -0.006 0.005 0.017 0.233
H -4.271 2.478 -2.971 -0.023 0.012 0.014 0.228
H -2.995 0.780 -4.283 0.014 -0.020 -0.023 0.235
H -1.136 -0.446 -3.135 0.023 -0.005 0.014 0.234
O -3.328 -5.498 -0.311 0.066 0.002 0.004 -0.464
C -2.690 -4.484 -0.326 -0.192 -0.025 -0.036 0.393
C -1.489 -4.174 -1.223 0.119 0.283 0.045 0.390
O -0.976 -4.910 -2.029 0.022 -0.123 -0.149 -0.524
C -1.107 -2.798 -0.880 -0.608 -0.222 0.165 0.204
C -1.882 -2.306 0.152 0.028 0.178 0.012 0.199
O -1.675 -1.112 0.671 0.249 -0.363 -0.098 -0.651
C -2.949 -3.237 0.529 0.203 -0.006 0.069 0.401
O -3.838 -3.083 1.328 -0.066 -0.006 0.007 -0.515
O -0.176 -2.076 -1.445 0.516 -0.098 0.115 -0.740
Se 3.768 3.075 -0.788 0.055 0.142 0.051 1.029
N 4.643 2.094 -1.956 0.095 -0.299 -0.221 -0.625
C 3.927 0.996 -2.139 -0.034 0.125 0.066 0.127
C 4.267 -0.090 -3.000 -0.162 -0.126 0.041 -0.146
C 3.405 -1.136 -3.040 0.318 0.257 -0.063 -0.255
C 2.214 -1.143 -2.255 0.006 -0.103 -0.025 0.121
N 1.846 -0.173 -1.461 -0.278 0.647 0.583 -0.437
C 2.699 0.917 -1.383 -0.182 0.251 0.336 0.251
N 2.441 1.944 -0.596 -0.322 -0.428 -0.125 -0.616
H 5.177 -0.070 -3.583 0.037 0.066 0.012 0.238
H 3.608 -1.992 -3.667 -0.066 -0.034 0.029 0.239
H 1.560 -2.005 -2.299 -0.019 0.056 0.037 0.272
```
Forces are in eV/Å.

Summary:
relative energy (zero: lowest compared OMol25 entry of this formula, charge and spin)	48.5	kJ/mol
gap between HOMO and LUMO	5.71	eV
HOMO	-7.54	eV

***

No. 2
The following is a quantum chemistry calculation of the molecule C18H12N4O2S, from the Open Molecules 2025 dataset.

```
37
Properties=species:S:1:pos:R:3:forces:R:3:nbo_charge:R:1
O 2.816 2.083 0.464 0.791 -1.191 0.507 -0.584
C 1.660 2.404 0.366 0.182 1.678 -1.284 0.668
N 0.689 1.537 -0.050 1.286 2.233 0.985 -0.610
C 0.865 0.192 -0.070 -0.830 -1.401 0.126 0.265
N -0.298 -0.357 -0.135 0.106 -2.580 -0.669 -0.497
C -0.202 -1.758 -0.285 -1.609 2.024 -0.066 0.187
C -1.590 -2.379 -0.464 -0.906 -1.797 2.032 -0.089
C -1.803 -3.763 -0.075 1.724 -0.156 0.129 -0.148
C -3.036 -4.355 0.181 0.277 0.658 -1.459 -0.235
C -4.119 -3.573 -0.193 -0.053 1.750 1.055 -0.181
C -4.062 -2.177 -0.376 2.424 -0.234 -0.923 -0.229
C -2.767 -1.566 -0.526 0.742 -0.819 -0.292 -0.173
C 1.080 -2.198 -0.180 -0.851 -1.083 -0.832 -0.322
C 1.402 -3.586 -0.495 1.101 -2.631 -0.846 0.287
N 2.330 -4.344 0.199 0.901 -0.801 0.191 -0.480
C 2.385 -5.509 -0.400 -2.513 3.978 -0.831 0.342
O 1.499 -5.545 -1.434 0.712 0.212 0.710 -0.272
N 0.902 -4.306 -1.504 -0.009 1.137 0.594 -0.121
S 2.262 -0.912 0.012 -1.522 0.827 -0.152 0.469
C 1.351 3.881 0.455 1.009 0.774 1.325 -0.164
C 0.414 4.574 -0.336 0.324 0.173 0.191 -0.196
C 0.274 5.948 -0.235 2.323 0.317 2.103 -0.211
C 1.168 6.639 0.727 -2.267 0.326 -2.631 -0.178
C 2.183 6.023 1.395 -1.316 -2.722 -0.009 -0.231
C 2.235 4.593 1.317 -0.659 0.838 -0.892 -0.134
H -0.275 1.817 0.088 0.127 -0.233 -0.200 0.429
H -0.914 -4.433 0.014 -0.821 0.877 0.162 0.210
H -3.199 -5.408 0.486 0.478 0.844 -0.332 0.226
H -5.073 -3.993 -0.211 -1.515 -0.721 0.158 0.202
H -4.969 -1.599 -0.502 0.113 -0.056 -0.064 0.219
H -2.520 -0.514 -0.769 -0.963 -0.615 0.431 0.239
H 3.072 -6.277 -0.312 0.927 -1.506 0.467 0.204
H -0.126 4.032 -1.092 -0.352 -0.185 -0.115 0.214
H -0.398 6.509 -0.873 0.010 -0.035 0.226 0.223
H 1.002 7.716 0.803 0.229 -0.241 0.106 0.212
H 2.767 6.535 2.115 0.671 0.476 0.333 0.221
H 2.995 4.072 1.895 -0.274 -0.116 -0.237 0.236
```
Forces are in eV/Å.

Summary:
relative energy (zero: lowest compared OMol25 entry of this formula, charge and spin)	165.0	kJ/mol
gap between HOMO and LUMO	8.38	eV
HOMO	-8.32	eV

***

No. 3
The following is a quantum chemistry calculation of a structure of composition C18H13BIrNO6, from the Open Molecules 2025 dataset.

```
40
Properties=species:S:1:pos:R:3:forces:R:3:nbo_charge:R:1
Ir 0.044 0.233 -0.138 1.980 -1.005 0.170 0.711
C 1.204 1.985 0.491 -0.057 0.210 -0.626 -0.275
C 2.292 1.019 0.538 -0.080 0.378 -0.159 -0.286
C 1.916 0.011 1.387 0.096 0.009 0.203 -0.181
C 0.585 0.298 1.903 -0.059 -0.318 0.265 -0.343
C 0.211 1.585 1.423 -0.147 0.805 0.581 -0.263
H 1.200 2.912 -0.059 0.061 0.023 0.052 0.253
H 3.192 1.062 -0.054 -0.006 -0.016 0.010 0.246
H 2.474 -0.895 1.562 -0.100 -0.049 -0.016 0.247
H 0.036 -0.279 2.629 0.144 -0.013 0.090 0.254
H -0.629 2.186 1.730 -0.040 -0.099 0.040 0.272
O -0.160 0.089 -2.238 -0.134 0.773 0.105 -0.579
C -0.528 -0.905 -2.868 0.068 -0.492 -0.057 0.458
C -0.334 -2.275 -2.506 -0.158 0.115 -0.075 -0.347
C -0.645 -3.243 -3.480 -0.048 0.190 0.171 -0.082
C -0.290 -4.538 -3.268 -0.162 -0.504 0.193 -0.064
C 0.410 -4.927 -2.103 -0.113 -0.029 -0.248 -0.135
C 0.699 -4.012 -1.139 -0.096 0.230 0.057 -0.301
C 0.281 -2.649 -1.269 0.027 -0.084 -0.093 0.554
O 0.484 -1.839 -0.301 -0.752 -0.269 -0.209 -0.730
N -0.610 -5.552 -4.282 1.123 0.542 -0.348 0.538
O -1.208 -5.186 -5.276 -0.382 -0.132 0.149 -0.389
O -0.123 -6.657 -4.137 -0.388 -0.165 0.174 -0.385
H -1.003 -0.715 -3.839 0.146 -0.051 -0.083 0.156
H -1.150 -2.961 -4.394 0.035 0.000 0.006 0.247
H 0.707 -5.961 -1.999 -0.024 0.003 0.000 0.250
H 1.223 -4.295 -0.236 -0.023 0.019 -0.005 0.227
O -2.845 -0.034 -0.877 0.006 0.228 0.139 -0.685
B -1.854 0.747 -0.231 -0.985 0.061 -0.642 0.883
O -2.416 2.004 0.101 -0.019 -0.317 0.077 -0.678
C -3.712 1.974 -0.354 0.124 0.234 0.166 0.216
C -4.661 2.964 -0.279 -0.155 -0.007 -0.037 -0.239
C -5.909 2.677 -0.840 0.071 0.033 0.040 -0.223
C -6.168 1.449 -1.435 0.070 -0.069 -0.008 -0.218
C -5.191 0.451 -1.497 -0.151 0.089 0.004 -0.268
C -3.970 0.753 -0.945 0.119 -0.320 -0.067 0.278
H -4.448 3.914 0.192 -0.001 -0.005 -0.021 0.224
H -6.687 3.429 -0.808 0.000 -0.013 -0.002 0.215
H -7.146 1.261 -1.860 0.008 -0.008 0.007 0.215
H -5.382 -0.513 -1.949 0.003 0.022 -0.006 0.226
```
Forces are in eV/Å.

Summary:
relative energy (zero: lowest compared OMol25 entry of this formula, charge and spin)	0.0	kJ/mol
gap between HOMO and LUMO	7.76	eV
HOMO	-8.33	eV